(1)
Below is 15 unconnected molecules or ions with the total composition C21H72O15 at a distorted geometry, with properties calculated with ωB97M-V/def2-TZVPD.

The relative energy (zero: lowest compared OMol25 entry of this formula, charge and spin) comes out at 157.7 kcal per mole. Its LUMO energy is 0.0061 Eh. The value obtained for the total energy is -1971.6718 Eh.

The geometry in XYZ format:
```
108
Properties=species:S:1:pos:R:3:lowdin_charge:R:1
C -6.7603 2.3073 14.0551 -0.07
C -5.4403 2.8424 14.5532 -0.49
C -5.0070 4.0726 13.7361 -0.05
O -5.6284 3.2716 15.9125 -0.06
H -6.6095 1.8321 13.0858 0.08
H -7.5152 3.0927 14.0173 0.08
H -7.1671 1.5650 14.7419 0.07
H -4.6703 2.0747 14.4780 0.12
H -4.9874 3.9255 12.6562 0.08
H -4.0111 4.3797 14.0554 0.06
H -5.6645 4.9350 13.8455 0.08
H -5.6729 2.4556 16.4162 0.08
C -1.2270 2.8381 18.4921 -0.04
C -1.5719 1.5426 17.7171 -0.44
C -1.7604 1.8592 16.2297 0.00
O -0.4607 0.7313 17.9228 -0.07
H -1.1200 2.6861 19.5662 0.07
H -1.9595 3.6241 18.3087 0.07
H -0.2366 3.1756 18.1866 0.07
H -2.4222 1.0113 18.1448 0.13
H -0.8916 2.4125 15.8732 0.07
H -2.6557 2.4685 16.1055 0.08
H -1.7707 0.9417 15.6413 0.07
H -0.3136 0.7314 18.8714 0.05
C -0.0845 6.5959 18.6713 -0.05
C 0.6905 7.3595 17.6133 -0.50
C 2.1593 7.0411 17.4991 -0.04
O 0.0649 7.0023 16.4177 -0.05
H 0.2367 6.8667 19.6771 0.07
H 0.0196 5.5146 18.5809 0.07
H -1.1269 6.9142 18.6811 0.07
H 0.5808 8.4125 17.8725 0.14
H 2.3531 6.0350 17.1272 0.07
H 2.7432 7.2129 18.4033 0.09
H 2.6048 7.6968 16.7510 0.09
H -0.8030 7.4123 16.4010 0.11
C -4.0730 2.2731 21.2308 -0.17
O -4.2549 1.0028 21.7846 -0.12
H -4.9177 2.9618 21.2416 0.08
H -3.2613 2.7831 21.7497 0.06
H -3.7160 2.1657 20.2065 0.06
H -3.4019 0.5676 21.8523 0.02
C 1.6521 -2.1213 18.5313 -0.15
O 2.3169 -1.5309 19.5998 -0.11
H 1.8316 -3.1965 18.5264 0.09
H 0.5729 -1.9842 18.4624 0.08
H 2.1000 -1.6722 17.6448 0.07
H 2.0047 -1.9439 20.4082 0.10
C 1.6590 1.3560 21.3758 -0.10
O 0.8156 0.6460 20.5102 -0.15
H 1.7804 0.7851 22.2964 0.09
H 2.6314 1.5998 20.9480 0.09
H 1.2130 2.3079 21.6641 0.07
H 1.3178 0.0005 20.0075 0.05
C -1.7064 -1.2653 21.4516 -0.15
O -1.6775 0.1230 21.4238 -0.14
H -1.1462 -1.6107 22.3204 0.09
H -2.7266 -1.6490 21.4563 0.09
H -1.2426 -1.6289 20.5346 0.07
H -0.7664 0.3458 21.2192 0.03
C -0.2538 -1.7200 12.4869 -0.13
O -0.8480 -0.6689 13.2292 -0.15
H 0.8207 -1.5788 12.6043 0.07
H -0.5564 -2.6655 12.9370 0.08
H -0.4637 -1.7582 11.4180 0.08
H -0.4843 -0.7594 14.1130 0.00
C 0.6553 4.2005 14.3177 -0.13
O 1.1048 4.5245 15.6174 -0.15
H 1.1390 4.7679 13.5225 0.09
H 0.9847 3.1783 14.1315 0.07
H -0.4334 4.1484 14.3059 0.08
H 0.5687 5.2806 15.8672 0.04
C -4.0458 -0.9781 14.2113 -0.19
O -3.6524 -0.3572 13.0184 -0.12
H -3.2198 -0.9465 14.9218 0.05
H -4.9044 -0.5761 14.7492 0.07
H -4.1802 -2.0380 13.9951 0.08
H -2.7004 -0.4422 13.1087 0.02
C 1.5161 -0.2791 15.2332 -0.09
O 0.2014 -0.7443 15.6530 -0.14
H 2.0085 -0.8638 14.4561 0.08
H 1.3893 0.7653 14.9485 0.08
H 2.2484 -0.3112 16.0400 0.06
H 0.0056 -0.1823 16.4063 0.03
C 3.2769 2.3952 17.6538 -0.15
O 3.1032 2.7667 16.2840 -0.14
H 3.9390 1.5296 17.6749 0.08
H 3.5115 3.2367 18.3058 0.07
H 2.2975 2.0630 17.9981 0.05
H 2.3676 3.3762 16.1885 0.01
C -0.0573 4.8441 22.2520 -0.15
O -0.8641 5.9990 22.2454 -0.12
H -0.7307 3.9972 22.1196 0.08
H 0.6977 4.8331 21.4659 0.07
H 0.4876 4.7372 23.1899 0.09
H -0.3514 6.7100 22.6367 0.10
C -3.4753 5.7599 20.1519 -0.15
O -3.4440 5.4765 21.5612 -0.13
H -3.4751 6.8104 19.8612 0.08
H -2.6367 5.2282 19.7024 0.04
H -4.3301 5.2151 19.7510 0.08
H -2.5732 5.8176 21.7778 0.01
C -3.9044 -1.8748 18.7363 -0.14
O -4.0051 -1.5797 17.3477 -0.13
H -4.1416 -0.9708 19.2972 0.08
H -4.6765 -2.6132 18.9527 0.08
H -2.9291 -2.2937 18.9841 0.06
H -3.7822 -2.3586 16.8327 0.07
```

(2)
Below is a molecular structure, C21H86B2IN4O26P at a distorted geometry, with properties calculated with ωB97M-V/def2-TZVPD.

Its LUMO energy is -0.0071 Eh. The value obtained for the total energy is -3715.7046 Eh.

The geometry in XYZ format:
```
141
Properties=species:S:1:pos:R:3:lowdin_charge:R:1
C -4.4812 -1.4856 4.3897 -0.12
O -4.8642 -0.6097 3.3132 -0.22
C -4.1223 -1.0789 2.1360 -0.20
C -4.0430 0.1622 1.1040 -0.20
C -2.4826 0.2287 0.7043 -0.19
C -2.1266 0.9985 -0.6241 -0.61
I -3.7283 2.5295 -0.8975 1.06
N -2.1581 0.2530 -1.8944 0.07
B -2.8690 -1.0281 -1.9062 -0.65
N -2.4690 -2.2865 -1.1851 0.16
O -4.0761 -1.1379 -2.7266 0.06
C -0.6540 1.6993 -0.5368 -0.38
O 0.1702 1.1903 0.5162 -0.11
C 0.8831 -0.0024 0.2985 -0.34
C 1.4102 -0.4775 1.7505 -0.07
C 2.9837 -0.2805 1.8627 -0.17
C 3.3930 0.2855 3.3215 -0.15
C 4.2660 1.6051 3.2216 -0.18
N 3.4874 2.8767 3.2095 -0.12
C 2.7707 3.1150 1.9293 -0.09
C 2.6418 3.0274 4.3641 -0.43
C 1.4242 4.0564 4.2524 0.01
O 2.7971 2.4566 5.4496 0.03
O 0.1828 -1.1061 -0.2863 -0.12
C 1.0530 -2.2111 -0.6004 -0.14
C 0.9544 -2.7619 -2.0919 -0.29
C 2.4724 -3.0949 -2.5467 -0.07
C 0.1486 -4.1165 -2.2604 -0.16
C -0.2649 -4.4697 -3.7517 -0.37
C -1.4338 -5.5927 -3.8164 -0.09
C -0.7821 -3.2411 -4.6128 -0.09
P -0.7715 3.5695 -0.0532 0.72
N -1.4346 3.8356 1.3732 -0.30
B 0.0651 1.7890 -2.0063 -0.55
O 0.1125 3.0352 -2.7214 0.07
O 0.6514 0.6939 -2.7155 0.06
H -5.2295 -1.4650 5.2354 0.10
H -4.3126 -2.5431 4.0360 0.07
H -3.4817 -1.1020 4.7910 0.10
H -3.1063 -1.3806 2.5142 0.10
H -4.7196 -1.9090 1.6615 0.11
H -4.3829 1.0524 1.6959 0.09
H -4.7091 -0.1292 0.2455 0.07
H -2.0424 0.8058 1.5864 0.12
H -2.0152 -0.8009 0.8095 0.11
H -2.6362 0.8258 -2.6080 0.07
H -2.6013 -3.0894 -1.8221 0.06
H -3.2287 -2.4117 -0.4919 0.06
H -4.7196 -0.5629 -2.2698 0.08
H 1.8450 0.1358 -0.3126 0.15
H 1.0408 -1.5009 2.0343 0.12
H 0.9558 0.2418 2.5122 0.12
H 3.3385 0.5266 1.1370 0.09
H 3.5607 -1.2094 1.5907 0.08
H 2.5169 0.3493 4.0239 0.11
H 4.0800 -0.5164 3.7553 0.11
H 4.8510 1.5759 2.2436 0.12
H 5.0425 1.6746 4.0410 0.13
H 1.7358 2.6629 1.8748 0.07
H 2.6202 4.2398 1.8143 0.10
H 3.3827 2.7878 1.0409 0.09
H 0.9558 4.1429 5.2769 0.06
H 1.8604 5.0646 3.9725 0.10
H 0.6708 3.7059 3.4777 0.07
H 0.7264 -3.0719 0.0785 0.14
H 2.1432 -2.0336 -0.3629 0.11
H 0.6195 -1.9167 -2.7568 0.10
H 2.5201 -3.5675 -3.5696 0.09
H 3.1643 -2.2114 -2.4213 0.07
H 2.8315 -3.8863 -1.8097 0.08
H 0.8531 -4.9488 -1.9206 0.13
H -0.7695 -4.2124 -1.6131 0.09
H 0.6083 -4.9228 -4.3213 0.13
H -2.3986 -4.9995 -3.9698 0.07
H -1.3101 -6.1998 -4.7662 0.08
H -1.4978 -6.2226 -2.8737 0.05
H 0.1396 -2.6970 -5.0168 0.06
H -1.3677 -2.4670 -4.0364 0.07
H -1.3855 -3.5280 -5.5234 0.09
H -1.3665 4.3442 -1.0932 -0.03
H 0.6102 3.9984 0.0047 0.03
H -1.7550 2.9424 1.7596 -0.07
H 0.1969 2.8587 -3.6887 0.09
H 0.3500 0.7104 -3.6447 0.11
O 2.4419 -0.6213 -4.5270 -0.03
H 2.1017 -0.2864 -3.6897 0.00
H 1.7123 -1.1410 -4.8853 0.04
O 1.0008 4.8592 7.5304 -0.06
H 1.7878 5.0651 8.0463 0.04
H 1.2117 4.0158 7.1104 0.01
O -0.8332 6.5546 -0.9383 -0.09
H -1.2240 7.4273 -1.0653 0.04
H -0.8819 6.4143 0.0173 0.04
O 3.6571 1.6799 -2.5786 -0.03
H 2.7494 1.3427 -2.5751 0.00
H 3.9152 1.6649 -1.6500 0.04
O 6.2870 4.3301 2.3047 -0.06
H 6.1245 5.2432 2.5665 0.05
H 5.6490 3.8213 2.8232 0.00
O 7.9779 3.3151 4.9768 -0.07
H 7.8123 3.7610 4.1351 0.01
H 8.1754 4.0334 5.5871 0.03
O 1.9264 2.5866 -4.7036 -0.06
H 2.7249 2.7739 -4.1914 0.04
H 2.1225 1.7469 -5.1412 0.04
O -2.3166 -3.7259 2.1340 -0.04
H -2.3333 -4.3899 1.4347 0.06
H -1.3768 -3.5532 2.2690 0.07
O -3.6049 6.6526 -2.7883 -0.06
H -2.7144 6.3612 -2.5531 0.01
H -3.5592 7.6134 -2.7351 0.03
O -2.9136 2.0772 3.7153 -0.06
H -3.0562 2.9883 3.9973 0.05
H -3.5507 1.5677 4.2316 0.03
O 4.1041 -3.1413 0.8863 -0.07
H 4.8948 -2.9395 1.4006 0.05
H 4.3038 -3.9890 0.4718 0.05
O -4.8382 -4.4421 -0.9938 -0.04
H -4.6311 -4.1701 -0.0911 0.04
H -4.5607 -3.6882 -1.5343 0.04
O 1.1698 8.8041 -0.7580 -0.07
H 1.1473 8.1326 -1.4500 0.02
H 2.1091 8.9435 -0.5965 0.04
O 5.3697 -1.9799 -4.1975 -0.07
H 4.6921 -1.3166 -4.3832 0.00
H 6.1999 -1.5117 -4.3361 0.03
O -3.4567 -5.1762 4.2676 -0.08
H -3.2274 -4.9378 5.1723 0.04
H -3.2233 -4.3912 3.7478 -0.03
O -6.5406 -2.2709 -0.0995 -0.05
H -7.3866 -2.1284 -0.5386 0.05
H -6.4864 -3.2287 -0.0029 0.02
O -5.2871 -7.1145 0.2105 -0.05
H -5.0877 -6.8548 1.1173 0.04
H -5.0174 -6.3569 -0.3189 -0.03
O 4.0113 2.7640 -6.4704 -0.06
H 4.3607 3.5505 -6.0378 0.04
H 3.1452 3.0394 -6.7900 0.03
O -2.9911 -7.2429 -1.8565 -0.06
H -3.6598 -7.6647 -2.4077 0.06
H -3.4170 -6.4332 -1.5530 0.00
```